This record from the Open Molecules 2025 dataset describes a gas-phase ion, C5H9N2O2S (charge +1) at a distorted geometry. The level of theory is ωB97M-V/def2-TZVPD.

Element x y z (Å)
1 C -1.435 -1.498 -0.106
2 C -0.962 -0.126 -0.774
3 C 0.675 0.082 0.844
4 C -1.193 1.641 1.269
5 C 3.008 0.036 -0.229
6 N -0.433 0.653 0.504
7 N -0.610 -2.122 0.577
8 O 0.295 -0.468 -1.488
9 O -1.765 0.506 -1.691
10 S 1.426 -0.958 -0.464
11 H -2.423 -1.830 -0.527
12 H -0.500 2.373 1.741
13 H -1.977 2.076 0.604
14 H -1.736 1.218 2.093
15 H 3.784 -0.668 -0.132
16 H 2.798 0.871 0.451
17 H 2.975 0.424 -1.223
18 H -0.738 -3.138 0.860
19 H -1.189 0.930 -2.308

As for the multiplicity: 1. Its HOMO energy is -13.013 eV. The total charge is +1.



This record from the Open Molecules 2025 dataset describes 2 unconnected molecules or ions with the total composition C5H9N2O4 at a distorted geometry. The level of theory is ωB97M-V/def2-TZVPD.

Element x y z (Å)
1 C 2.163 0.715 0.692
2 C 0.298 -1.522 -0.130
3 C 0.651 2.321 -0.448
4 C 0.213 -0.215 -0.914
5 C 1.085 0.906 -0.254
6 N -2.003 1.508 0.558
7 N -2.088 0.324 1.012
8 O 2.585 0.563 1.807
9 O 2.548 0.701 -0.575
10 O -2.846 0.127 2.173
11 O -2.559 2.426 1.299
12 H -0.174 -2.230 -0.744
13 H -0.155 -1.399 0.940
14 H 1.352 -1.823 -0.038
15 H 0.679 2.622 -1.537
16 H -0.479 2.367 -0.001
17 H 1.365 2.997 0.142
18 H -0.838 0.323 -0.924
19 H 0.748 -0.299 -1.840
20 H -2.990 0.969 2.539

As for the multiplicity: 1. Its HOMO energy is -4.222 eV. The total charge is -1.



This record from the Open Molecules 2025 dataset describes a gas-phase ion, C5H9N2OS (charge +1) at a distorted geometry. The level of theory is ωB97M-V/def2-TZVPD.

Element x y z (Å)
1 C -0.766 1.073 0.584
2 C 1.450 0.091 -0.352
3 C -0.181 -1.612 -0.133
4 C 1.493 1.521 0.074
5 C -1.587 -1.455 0.528
6 N 0.701 -0.720 0.451
7 N 0.046 1.985 0.332
8 O -2.084 0.462 -1.234
9 S -2.229 0.168 0.163
10 H 1.101 0.091 -1.369
11 H 2.549 -0.028 -0.246
12 H -0.001 -2.773 0.113
13 H -0.474 -1.336 -1.149
14 H 1.924 1.411 1.023
15 H 1.971 2.164 -0.704
16 H -2.236 -2.287 0.253
17 H -1.405 -1.640 1.644
18 H -0.272 2.884 0.023

As for the multiplicity: 1. Its HOMO energy (alpha / beta) is -13.740 / -13.585 eV. The total charge is +1.



The records above yield M values of 161.21, 161.14, 145.21 g mol⁻¹, respectively.